18
Properties=species:S:1:pos:R:3 method="wB97M-V/def2-TZVPD" charge=0 multiplicity=1 orbital_gap_ha=0.36085 e_homo_ev=-8.78 smiles=CCc1ccccc1 e_tot_ha=-310.7003
C 2.177 1.089 -1.534
C 1.537 -0.237 -1.276
C 0.307 -0.167 -0.295
C -0.570 -1.273 -0.354
C -1.656 -1.184 0.545
C -1.908 -0.206 1.453
C -0.927 0.875 1.431
C 0.152 0.886 0.616
H 2.679 1.420 -0.631
H 1.593 1.648 -2.033
H 2.789 0.968 -2.385
H 1.175 -0.682 -2.169
H 2.364 -0.965 -0.545
H -0.488 -2.049 -1.170
H -2.254 -2.079 0.568
H -2.648 0.014 2.031
H -0.807 1.573 2.015
H 0.923 1.451 0.806



52
Properties=species:S:1:pos:R:3 method="wB97M-V/def2-TZVPD" charge=-1 multiplicity=1 orbital_gap_ha="0.14647 / 0.18304" e_homo_ev="-3.93 / -4.31" e_tot_ha=-3549.7760
Ti -0.392 -0.243 -1.499
C -0.723 3.447 -3.446
Sb -1.072 2.805 -1.431
C -3.196 3.046 -1.647
C 1.542 1.949 1.917
C 0.344 1.844 2.542
C -0.587 2.936 2.441
C -1.791 2.887 3.076
C -2.133 1.748 3.816
C -1.289 0.654 3.899
C -0.051 0.652 3.268
C 0.759 -0.554 3.223
Sb 0.689 -1.284 1.166
C 1.888 -3.033 1.637
C -1.144 -2.353 1.493
H -1.322 4.345 -3.606
H -1.032 2.642 -4.109
H 0.335 3.664 -3.561
H -3.369 4.116 -1.772
H -3.704 2.675 -0.760
H -3.509 2.489 -2.527
H 1.762 2.820 1.311
H 2.304 1.185 1.984
H -0.311 3.781 1.824
H -2.482 3.713 2.992
H -3.093 1.708 4.317
H -1.609 -0.232 4.432
H 0.367 -1.347 3.858
H 1.814 -0.406 3.455
H 1.606 -3.409 2.622
H 2.950 -2.787 1.633
H 1.706 -3.807 0.893
H -0.990 -3.117 2.258
H -1.468 -2.820 0.565
H -1.904 -1.642 1.811
S -1.752 0.049 -3.197
S -1.689 0.774 0.129
S -0.423 4.570 -0.115
S 1.120 1.430 -1.701
C 2.769 -1.964 -1.941
C 1.518 -2.276 -2.757
C 1.681 -3.638 -3.438
C 0.236 -2.244 -1.909
H 3.671 -2.077 -2.549
H 2.851 -2.660 -1.098
H 2.755 -0.945 -1.548
H 1.424 -1.522 -3.548
H 1.747 -4.427 -2.682
H 2.589 -3.677 -4.048
H 0.827 -3.859 -4.080
H 0.368 -2.964 -1.081
H -0.586 -2.646 -2.510



24
Properties=species:S:1:pos:R:3 method="wB97M-V/def2-TZVPD" charge=0 multiplicity=1 orbital_gap_ha=0.35066 e_homo_ev=-8.97 smiles="CNC(C)=O.CNC(C)=O" e_tot_ha=-497.0178
C 2.294 -1.565 -0.523
N 1.441 -1.618 -1.683
C 0.186 -1.053 -1.620
C -0.371 -0.466 -2.853
O -0.447 -0.992 -0.585
H 1.800 -0.957 0.250
H 2.701 -2.472 0.007
H 3.237 -1.034 -0.708
H 1.937 -1.656 -2.556
H 0.187 -0.534 -3.814
H -1.350 -0.881 -3.135
H -0.470 0.597 -2.637
C -1.574 2.402 0.524
N -1.235 1.083 1.018
C -0.606 1.028 2.237
C -0.344 -0.362 2.758
O -0.248 2.007 2.862
H -1.068 3.200 1.101
H -1.382 2.587 -0.505
H -2.600 2.748 0.790
H -1.300 0.264 0.419
H -0.272 -1.071 1.916
H 0.590 -0.513 3.309
H -1.105 -0.743 3.428